1.
The following is a DFT calculation (ωB97M-V/def2-TZVPD) of a structure of composition C25H32MnN6OS2 at a distorted geometry.

Orbital gap (alpha / beta), Eh: 0.2074 / 0.2061
Energy above the lowest of the compared OMol25 structures with the same formula, charge and spin, kJ/mol: 76.64
HOMO (alpha / beta), eV: -6.19 / -6.40

```
! wB97M-V def2-TZVPD RIJCOSX def2/J DEFGRID3
* xyz 0 6
Mn -1.04 -0.19 -0.99
N -1.48 2.96 2.90
C -2.03 1.92 2.18
S -2.82 0.81 3.20
N -1.91 2.19 0.85
N -2.20 1.16 0.01
C -3.45 1.15 -0.55
C -3.75 0.30 -1.64
C -4.95 0.44 -2.41
C -5.15 -0.41 -3.50
C -4.12 -1.32 -3.89
C -2.96 -1.31 -3.11
N -2.70 -0.41 -2.15
H -1.45 2.83 3.89
H -0.84 3.60 2.43
H -4.19 1.76 0.00
H -5.78 1.02 -2.09
H -6.10 -0.39 -4.04
H -4.25 -1.98 -4.73
H -2.23 -2.07 -3.24
S -0.21 1.57 -2.78
C -0.01 3.08 -2.05
C -1.11 3.89 -1.82
C -1.03 5.01 -1.02
C 0.15 5.36 -0.41
C 1.36 4.75 -0.85
C 1.32 3.60 -1.65
H -2.09 3.56 -2.16
H -1.97 5.57 -0.78
H 0.24 6.19 0.33
H 2.32 5.25 -0.53
H 2.25 3.10 -1.89
C 5.89 -0.13 0.87
N 4.69 0.35 0.26
C 4.65 0.58 -1.15
C 3.57 0.64 0.99
O 2.46 0.99 0.54
H 6.41 0.67 1.45
H 6.50 -0.39 0.01
H 5.69 -1.01 1.48
H 5.30 1.46 -1.41
H 3.65 0.78 -1.49
H 5.00 -0.26 -1.74
H 3.75 0.44 2.05
C 0.71 -1.88 2.74
N -0.72 -2.35 2.79
C -0.98 -3.26 4.00
C -1.19 -2.93 1.44
C -0.16 -3.00 0.36
C 0.80 -4.03 0.44
C 1.76 -4.18 -0.51
C 1.79 -3.28 -1.55
C 0.95 -2.19 -1.54
C -0.05 -2.01 -0.62
H 0.85 -1.20 3.58
H 0.92 -1.37 1.82
H 1.29 -2.82 2.92
H -1.29 -1.52 2.99
H -0.48 -4.22 3.86
H -2.09 -3.47 4.08
H -0.63 -2.74 4.92
H -1.98 -2.22 1.15
H -1.60 -3.91 1.66
H 0.69 -4.70 1.26
H 2.46 -5.01 -0.44
H 2.53 -3.33 -2.37
H 1.02 -1.49 -2.37
*
```

Löwdin atomic charge list, values in e, 6 entries: 0.726 0.002 -0.949 0.437 -0.006 -0.128

2.
The following is a DFT calculation (ωB97M-V/def2-TZVPD) of a structure of composition C25H32N2ORuSeSi at a distorted geometry.

Orbital gap (alpha / beta), Eh: 0.2227 / 0.2227
HOMO (alpha / beta), eV: -7.42 / -7.42

```
! wB97M-V def2-TZVPD RIJCOSX def2/J DEFGRID3
* xyz 0 1
Ru 0.04 -0.10 -0.49
C 5.09 -0.13 2.17
C 4.97 1.21 1.81
C 3.85 1.66 1.14
C 2.83 0.76 0.83
C 2.94 -0.58 1.18
C 4.07 -1.02 1.85
N 1.66 1.19 0.15
N 1.58 2.41 -0.09
C 0.43 2.72 -0.79
C 0.19 4.03 -1.17
C -0.96 4.33 -1.89
C -1.84 3.31 -2.23
C -1.59 1.99 -1.85
C -0.47 1.67 -1.10
H 5.97 -0.48 2.69
H 5.77 1.90 2.06
H 3.76 2.70 0.86
H 2.16 -1.27 0.92
H 4.16 -2.06 2.13
H 0.91 4.79 -0.91
H -1.17 5.34 -2.20
H -2.73 3.53 -2.80
H -2.27 1.20 -2.14
C -0.53 -0.38 4.31
C -0.57 0.85 3.68
C -0.43 0.93 2.30
C -0.28 -0.22 1.53
C -0.27 -1.46 2.18
C -0.37 -1.54 3.56
H -0.62 -0.44 5.39
H -0.69 1.76 4.26
H -0.45 1.91 1.83
H -0.19 -2.37 1.60
H -0.35 -2.51 4.04
C 2.46 -0.99 -3.59
C 1.70 -1.69 -2.47
C 0.42 -2.29 -3.03
C 2.55 -2.78 -1.83
O 1.54 -0.66 -1.48
H 2.67 -1.68 -4.41
H 3.41 -0.59 -3.21
H 1.87 -0.16 -3.98
H 0.67 -2.99 -3.82
H -0.23 -1.52 -3.43
H -0.13 -2.83 -2.26
H 2.79 -3.56 -2.56
H 2.01 -3.24 -1.00
H 3.49 -2.36 -1.45
C -3.79 -1.05 1.91
Si -3.85 -0.68 0.07
C -5.18 -1.70 -0.79
C -4.27 1.14 -0.15
Se -1.90 -1.49 -0.82
H -4.75 -0.87 2.39
H -3.04 -0.41 2.40
H -3.50 -2.08 2.09
H -6.16 -1.50 -0.34
H -4.98 -2.77 -0.69
H -5.24 -1.46 -1.85
H -5.25 1.30 0.30
H -4.33 1.46 -1.19
H -3.55 1.79 0.37
*
```

Löwdin atomic charge list, values in e, 6 entries: 1.095 -0.082 -0.079 -0.012 -0.224 -0.028

3.
The following is a DFT calculation (ωB97M-V/def2-TZVPD) of a cluster of 2 separate species, C25H32N3O in total at a distorted geometry.

Orbital gap, Eh: 0.1730
Energy above the lowest of the compared OMol25 structures with the same formula, charge and spin, kJ/mol: 259.40
HOMO, eV: -9.27

```
! wB97M-V def2-TZVPD RIJCOSX def2/J DEFGRID3
* xyz 1 1
C 2.61 2.68 2.61
C 1.82 1.45 2.41
C 0.49 1.41 2.71
N -0.18 0.29 3.09
C -1.65 0.33 3.06
C -2.25 -0.93 3.69
O -1.57 -2.09 3.21
C -0.23 -2.12 3.71
C 0.58 -0.95 3.16
H 3.59 2.56 3.09
H 2.83 3.06 1.61
H 2.03 3.45 3.13
H 2.36 0.58 2.04
H -0.10 2.33 2.71
H -2.00 1.21 3.61
H -2.02 0.38 2.02
H -2.18 -0.84 4.80
H -3.29 -1.07 3.36
H -0.21 -2.07 4.81
H 0.17 -3.06 3.32
H 0.96 -1.24 2.15
H 1.45 -0.81 3.82
C -2.05 3.95 -4.46
N -0.63 4.27 -4.45
C 0.04 4.29 -5.74
C 0.07 4.29 -3.27
C 1.30 3.58 -3.16
C 1.94 3.53 -1.93
C 1.56 4.40 -0.87
C 2.40 4.64 0.26
C 3.80 4.62 0.22
C 4.67 4.92 1.37
C 4.41 5.28 2.68
C 5.49 5.43 3.57
C 6.82 5.23 3.14
C 7.09 4.85 1.81
C 6.00 4.68 0.96
N 5.97 4.25 -0.38
C 7.10 4.02 -1.25
C 4.68 4.20 -0.81
C 0.29 5.04 -0.97
C -0.46 4.95 -2.12
H -2.42 3.89 -3.43
H -2.60 4.73 -5.02
H -2.22 2.99 -4.97
H 1.05 4.70 -5.62
H 0.11 3.28 -6.18
H -0.54 4.92 -6.42
H 1.69 3.04 -4.03
H 2.77 2.84 -1.79
H 1.94 5.05 1.16
H 3.38 5.46 2.99
H 5.30 5.71 4.61
H 7.63 5.34 3.85
H 8.09 4.67 1.43
H 8.02 4.05 -0.66
H 7.02 3.03 -1.73
H 7.12 4.77 -2.05
H 4.46 3.94 -1.84
H -0.06 5.64 -0.13
H -1.43 5.44 -2.20
*
```

Löwdin atomic charge list, values in e, 6 entries: -0.134 -0.167 -0.149 -0.128 -0.134 -0.187

4.
The following is a DFT calculation (ωB97M-V/def2-TZVPD) of the molecule C25H32N6O5 at a distorted geometry.

Orbital gap, Eh: 0.3147
Energy above the lowest of the compared OMol25 structures with the same formula, charge and spin, kJ/mol: 0.00
Structure (SMILES): CCOc1ccccc1NC(=O)Cn1nnc(C(=O)NCCc2ccc(OCC)c(OCC)c2)c1N
HOMO, eV: -7.80

```
! wB97M-V def2-TZVPD RIJCOSX def2/J DEFGRID3
* xyz 0 1
C -1.65 -0.08 3.69
C -2.59 1.01 3.16
O -2.74 0.99 1.75
C -3.55 0.07 1.16
C -4.26 -0.93 1.82
C -5.05 -1.81 1.10
C -5.14 -1.72 -0.28
C -4.45 -0.71 -0.94
C -3.67 0.18 -0.24
N -2.97 1.24 -0.84
C -2.77 1.46 -2.16
O -3.13 0.74 -3.07
C -2.00 2.77 -2.42
N -0.83 2.88 -1.61
N -0.87 3.45 -0.38
N 0.30 3.42 0.13
C 1.16 2.82 -0.73
C 2.55 2.47 -0.47
O 3.20 1.84 -1.29
N 3.02 2.90 0.72
C 4.13 2.22 1.35
C 3.64 1.05 2.21
C 2.73 0.18 1.39
C 1.37 0.41 1.36
C 0.54 -0.31 0.50
C 1.08 -1.26 -0.35
O 0.37 -2.00 -1.24
C -1.02 -1.80 -1.34
C -1.57 -2.77 -2.38
C 2.47 -1.49 -0.34
O 2.90 -2.42 -1.24
C 4.28 -2.71 -1.34
C 4.77 -3.66 -0.25
C 3.27 -0.78 0.53
C 0.43 2.44 -1.86
N 0.86 1.84 -2.99
H -0.68 0.01 3.21
H -2.05 -1.07 3.49
H -1.53 0.04 4.76
H -3.57 0.95 3.65
H -2.16 2.00 3.37
H -4.22 -1.02 2.89
H -5.59 -2.59 1.62
H -5.75 -2.41 -0.84
H -4.53 -0.62 -2.01
H -2.57 1.90 -0.18
H -2.66 3.61 -2.17
H -1.73 2.81 -3.48
H 2.34 3.32 1.33
H 4.70 2.94 1.95
H 4.76 1.85 0.54
H 4.50 0.48 2.57
H 3.09 1.44 3.08
H 0.93 1.16 2.00
H -0.52 -0.11 0.51
H -1.24 -0.77 -1.64
H -1.51 -1.99 -0.37
H -1.07 -2.60 -3.33
H -1.39 -3.79 -2.07
H -2.63 -2.60 -2.50
H 4.87 -1.78 -1.34
H 4.38 -3.19 -2.32
H 4.64 -3.23 0.74
H 4.19 -4.59 -0.29
H 5.82 -3.89 -0.41
H 4.34 -0.93 0.55
H 0.22 1.27 -3.52
H 1.81 1.48 -2.88
*
```

Löwdin atomic charge list, values in e, 6 entries: -0.050 -0.228 -0.070 -0.208 -0.022 -0.085